The following is a DFT calculation (wB97M-V/def2-TZVPD) of C47H44N5O2Sb2Ti as an isolated structure.

Atoms and positions in Å:
1 Ti 0.1389 0.2425 -0.1333
2 C -2.2742 1.2202 -0.1364
3 C -2.7376 2.6706 0.0159
4 C -1.6367 3.6897 -0.3016
5 Sb 0.3616 3.4955 0.5641
6 C -0.1196 4.0687 2.5594
7 C 0.8824 4.7285 3.2748
8 C 0.6721 5.1398 4.5863
9 C -0.5483 4.8979 5.2015
10 C -1.5546 4.2413 4.5031
11 C -1.3395 3.8262 3.1959
12 C 0.6086 0.7876 1.9332
13 C -0.3115 0.6630 2.9884
14 C 0.0697 0.7721 4.3210
15 C 1.3981 0.9944 4.6464
16 C 2.3407 1.1096 3.6299
17 C 1.9513 1.0059 2.3033
18 Sb -3.8001 -0.3318 0.0888
19 C -2.7519 -1.4644 1.5905
20 C -1.4377 -1.9077 1.4481
21 C -0.8193 -2.7045 2.4001
22 C -1.5178 -3.0791 3.5363
23 C -2.8314 -2.6575 3.6988
24 C -3.4432 -1.8646 2.7349
25 C -4.9665 0.8137 1.4600
26 C -6.2579 1.1710 1.0779
27 C -7.0433 1.9730 1.9010
28 C -6.5422 2.4222 3.1130
29 C -5.2555 2.0673 3.5068
30 C -4.4740 1.2679 2.6852
31 H -1.5646 1.0876 0.6989
32 H -1.7845 1.1303 -1.1182
33 H -3.1237 2.8109 1.0217
34 H -3.5897 2.8484 -0.6482
35 H -1.9710 4.6881 -0.0090
36 H -1.4522 3.7173 -1.3785
37 H 1.8434 4.9270 2.8099
38 H 1.4610 5.6519 5.1232
39 H -0.7174 5.2217 6.2209
40 H -2.5094 4.0510 4.9793
41 H -2.1351 3.3049 2.6794
42 H -1.3606 0.4865 2.7852
43 H -0.6759 0.6871 5.1030
44 H 1.7001 1.0849 5.6825
45 H 3.3808 1.2944 3.8723
46 H 2.7096 1.1426 1.5390
47 H -0.8860 -1.6842 0.5391
48 H 0.2092 -3.0185 2.2655
49 H -1.0454 -3.6950 4.2900
50 H -3.3873 -2.9479 4.5817
51 H -4.4679 -1.5494 2.8919
52 H -6.6645 0.8260 0.1333
53 H -8.0457 2.2424 1.5935
54 H -7.1520 3.0450 3.7550
55 H -4.8634 2.4129 4.4557
56 H -3.4765 0.9926 3.0103
57 C 0.7825 -4.1621 -6.3287
58 O 1.5329 -4.3942 -5.1461
59 C 2.5761 -3.5505 -4.8955
60 C 2.6988 -2.2896 -5.4628
61 C 3.7831 -1.4868 -5.1294
62 C 4.7606 -1.9498 -4.2633
63 C 4.6656 -3.2384 -3.7465
64 C 3.5613 -4.0214 -4.0289
65 N 5.9450 -1.1851 -3.9866
66 N 5.8394 -0.0453 -3.5146
67 C 4.5545 0.3540 -3.0231
68 C 3.8627 1.3834 -3.5855
69 C 2.5616 1.7142 -3.1559
70 C 1.9623 1.0276 -2.1319
71 O 0.7273 1.2697 -1.6941
72 C 2.7271 0.0275 -1.4711
73 N 2.1372 -0.5896 -0.4051
74 C 2.8303 -1.4401 0.3141
75 C 4.1526 -1.7870 -0.0009
76 C 4.7405 -1.2362 -1.1048
77 C 4.0312 -0.3014 -1.8860
78 H 0.1106 -5.0078 -6.4366
79 H 1.4324 -4.0993 -7.2029
80 H 0.1954 -3.2404 -6.2763
81 H 1.9686 -1.9186 -6.1686
82 H 3.8723 -0.5067 -5.5765
83 H 5.4637 -3.6195 -3.1205
84 H 3.4661 -5.0225 -3.6273
85 H 4.3066 1.9199 -4.4162
86 H 2.0133 2.5124 -3.6396
87 H 2.3351 -1.8613 1.1805
88 H 4.6871 -2.4814 0.6329
89 H 5.7639 -1.4854 -1.3656
90 C 0.7654 -3.4103 -1.1247
91 C -0.0636 -2.5174 -1.9780
92 N -0.4970 -1.2974 -1.7032
93 C -1.1952 -0.8687 -2.8266
94 C -1.1903 -1.8429 -3.7626
95 N -0.4708 -2.8794 -3.2063
96 H 0.5889 -3.2141 -0.0701
97 H 1.8259 -3.2663 -1.3382
98 H 0.5205 -4.4531 -1.3205
99 H -1.6308 0.1109 -2.9009
100 H -1.6223 -1.8958 -4.7460
101 H -0.2706 -3.7709 -3.6303

## Properties
Spin multiplicity ... 3
Gap between HOMO and LUMO (spin up / spin down) ... 5.82 / 6.96 eV
Energy relative to the best compared isomer or geometry (same formula, charge and spin) ... 0.044 eV
Highest occupied orbital energy (spin up / spin down) ... -8.80 / -10.22 eV
Max |F| ... 0.01795 hartree/bohr
LUMO (spin up / spin down) ... -2.9765 / -3.2598 eV
Electronic energy ... -97181.71196 eV
Net charge ... +1

The following is a DFT calculation (wB97M-V/def2-TZVPD) of C12H12S in the gas phase in a non-equilibrium geometry.

Atoms and positions in Å:
1 C 2.1193 1.8635 0.9449
2 C 0.7859 1.8303 1.3959
3 C 2.7863 0.6447 0.8287
4 C 0.0456 0.6632 1.3733
5 C 2.0931 -0.5417 0.9125
6 C 0.6488 -0.5679 1.1331
7 C -2.2704 -0.5982 0.2803
8 C -2.1551 0.2405 -0.7699
9 C -1.3907 -1.7014 0.5458
10 C -1.0755 0.2305 -1.7525
11 C -0.1521 -1.7622 1.0313
12 C -0.6658 -0.8317 -2.4368
13 S 0.8191 -0.7653 -3.4410
14 H 2.6047 2.8435 0.7582
15 H 0.1535 2.7608 1.4737
16 H 3.6911 0.9063 0.3523
17 H -1.0099 0.5557 1.5215
18 H 2.7311 -1.4366 0.7863
19 H -3.2345 -0.4885 0.7492
20 H -2.9513 0.9872 -0.7698
21 H -1.7990 -2.6986 0.6078
22 H -0.4783 1.0957 -1.8136
23 H 0.1311 -2.8342 1.2745
24 H -1.1631 -1.7756 -2.2033
25 H 1.6887 -0.5308 -2.4620

## Properties
Gap between HOMO and LUMO ... 8.71 eV
Energy relative to the best compared isomer or geometry (same formula, charge and spin) ... 1.408 eV
Highest occupied orbital energy ... -8.33 eV
Structure (SMILES) ... S/C=C/C=C\C=C/c1ccccc1
Max |F| ... 0.07588 hartree/bohr
LUMO ... 0.3817 eV
Electronic energy ... -23470.58612 eV

The following is a DFT calculation (wB97M-V/def2-TZVPD) of C35H47BCl2N8O4Ti as an isolated structure in a non-equilibrium geometry.

Atoms and positions in Å:
1 Ti -0.2265 -0.1259 0.2868
2 C 2.7349 2.8459 0.6387
3 C 1.4346 2.5594 1.2944
4 C 1.0066 2.7840 2.5683
5 C -0.3267 2.3089 2.6344
6 N -0.6844 1.8133 1.4494
7 N 0.3924 2.0089 0.6005
8 B 0.1209 2.2316 -0.9372
9 N 0.9780 1.2168 -1.7282
10 N 0.5408 -0.0855 -1.7123
11 C 1.0917 -0.7042 -2.7662
12 C 1.9226 0.2083 -3.4300
13 C 1.8170 1.4078 -2.7600
14 C 2.4273 2.7272 -3.0871
15 C 0.7798 -2.1071 -3.2590
16 C -0.6907 -2.4568 -3.0227
17 C 1.6924 -3.1414 -2.5872
18 C 1.0286 -2.1524 -4.7731
19 N -1.3701 1.8732 -1.1336
20 N -1.8624 0.6385 -0.7579
21 C -3.1817 0.6546 -0.9991
22 C -3.5392 1.9167 -1.4803
23 C -2.3763 2.6558 -1.5487
24 C -2.1785 4.0606 -2.0058
25 C -4.1439 -0.5106 -0.8757
26 C -3.4685 -1.8464 -0.5385
27 C -5.1954 -0.1711 0.1896
28 C -4.8393 -0.6640 -2.2399
29 C -1.2856 2.5974 3.7680
30 C -0.6381 2.3445 5.1315
31 C -1.5861 4.1052 3.6319
32 C -2.6003 1.8340 3.6740
33 H 3.4783 3.1161 1.3850
34 H 2.6346 3.6789 -0.0602
35 H 3.0836 1.9705 0.0871
36 H 1.5794 3.2306 3.3632
37 H 0.3586 3.3507 -1.2774
38 H 2.5017 0.0308 -4.3187
39 H 3.1361 2.6058 -3.9031
40 H 2.9553 3.1479 -2.2333
41 H 1.6687 3.4460 -3.3984
42 H -0.9221 -3.3988 -3.5225
43 H -1.3475 -1.6846 -3.4300
44 H -0.9067 -2.5764 -1.9680
45 H 1.6421 -3.0648 -1.5035
46 H 2.7296 -2.9959 -2.8925
47 H 1.3909 -4.1473 -2.8870
48 H 0.4487 -1.3895 -5.2944
49 H 0.7282 -3.1288 -5.1549
50 H 2.0819 -2.0155 -5.0192
51 H -4.5184 2.2487 -1.7783
52 H -3.1382 4.4900 -2.2835
53 H -1.5177 4.1047 -2.8715
54 H -1.7394 4.6731 -1.2186
55 H -3.4411 -2.0310 0.5317
56 H -2.4569 -1.8988 -0.9371
57 H -4.0336 -2.6620 -0.9904
58 H -4.7312 -0.0347 1.1671
59 H -5.9185 -0.9851 0.2632
60 H -5.7364 0.7410 -0.0647
61 H -4.1180 -0.9240 -3.0173
62 H -5.3515 0.2487 -2.5428
63 H -5.5802 -1.4620 -2.1791
64 H 0.2939 2.8975 5.2523
65 H -0.4332 1.2874 5.2886
66 H -1.3207 2.6704 5.9174
67 H -0.6809 4.7055 3.7310
68 H -2.2841 4.4047 4.4149
69 H -2.0406 4.3225 2.6638
70 H -2.4624 0.7786 3.8903
71 H -3.0549 1.9330 2.6870
72 H -3.2928 2.2363 4.4145
73 Cl 0.7050 -0.9862 3.9326
74 C 2.0228 -1.5602 2.9790
75 C 2.8940 -2.5010 3.5706
76 C 3.9672 -2.9749 2.8820
77 Cl 4.9969 -4.1495 3.6254
78 C 4.2584 -2.5033 1.5738
79 C 5.3909 -2.8906 0.8213
80 C 5.5978 -2.3328 -0.4040
81 C 4.6688 -1.3858 -0.8853
82 N 3.5967 -1.0189 -0.2343
83 C 3.3789 -1.5696 0.9884
84 C 2.2155 -1.1273 1.6957
85 O 1.3840 -0.3103 1.0434
86 H 2.6922 -2.8415 4.5761
87 H 6.0846 -3.6091 1.2354
88 H 6.4607 -2.5955 -0.9998
89 H 4.8237 -0.9190 -1.8532
90 C 0.4345 -4.2796 1.0281
91 C -0.1603 -2.9145 0.9729
92 O -0.8916 -2.5569 1.9522
93 O 0.0395 -2.1441 -0.0030
94 H 0.3726 -4.6809 2.0347
95 H 1.4692 -4.2338 0.6901
96 H -0.1173 -4.9259 0.3430
97 O -2.3907 -0.7781 2.2036
98 N -1.3528 -0.9581 1.6960

## Properties
Spin multiplicity ... 2
Gap between HOMO and LUMO (spin up / spin down) ... 6.92 / 6.88 eV
Energy relative to the best compared isomer or geometry (same formula, charge and spin) ... 1.122 eV
Highest occupied orbital energy (spin up / spin down) ... -10.81 / -10.85 eV
Max |F| ... 0.02509 hartree/bohr
LUMO (spin up / spin down) ... -3.8840 / -3.9759 eV
Electronic energy ... -106003.93656 eV
Net charge ... +1

The following is a DFT calculation (wB97M-V/def2-TZVPD) of a 8-piece molecular cluster, C30H63BFNO15 overall in a non-equilibrium geometry.

Atoms and positions in Å:
1 C 6.3058 -0.4043 1.0631
2 N 4.9456 -0.1016 1.5217
3 C 3.9946 0.0184 0.4071
4 B 2.5464 -0.0576 1.0355
5 O 1.7760 -1.1593 0.7705
6 F 2.0737 0.8734 1.8108
7 H 6.3413 -1.3275 0.5032
8 H 6.7162 0.4369 0.5078
9 H 6.8992 -0.5710 1.9515
10 H 5.0222 0.7986 1.9824
11 H 4.1288 -0.8181 -0.2649
12 H 4.1305 0.9349 -0.1823
13 H 2.2147 -1.9497 1.1215
14 O 6.1031 -3.5072 3.6496
15 C 5.0861 -3.1526 4.1837
16 O 4.1898 -4.0865 4.5615
17 C 3.0340 -3.7839 5.3501
18 C 1.8745 -3.3078 4.5031
19 C 4.7505 -1.6933 4.3630
20 H 3.2796 -3.0763 6.1415
21 H 2.7694 -4.7212 5.8389
22 H 2.1095 -2.3750 3.9878
23 H 0.9972 -3.1441 5.1243
24 H 1.6336 -4.0481 3.7378
25 H 4.3209 -1.3171 3.4363
26 H 5.6719 -1.1509 4.5610
27 H 4.0765 -1.4871 5.1928
28 O -2.4947 2.5191 -2.9613
29 C -2.4602 2.0480 -1.8539
30 O -1.5495 2.5273 -0.9848
31 C -1.5095 2.1802 0.4020
32 C -0.7318 0.9056 0.6465
33 C -3.3463 0.9006 -1.4437
34 H -2.5170 2.1421 0.8190
35 H -1.0031 3.0150 0.8863
36 H -1.1972 0.0462 0.1629
37 H -0.6553 0.7011 1.7132
38 H 0.2651 1.0018 0.2347
39 H -2.8901 -0.0349 -1.7699
40 H -4.3067 1.0176 -1.9407
41 H -3.5433 0.8518 -0.3747
42 O -2.7029 -2.0256 -2.5815
43 C -2.8891 -2.2579 -3.7479
44 O -2.5988 -1.3063 -4.6480
45 C -2.6181 -1.5278 -6.0603
46 C -4.0137 -1.3770 -6.6256
47 C -3.5152 -3.5541 -4.2066
48 H -2.1742 -2.4940 -6.3064
49 H -1.9600 -0.7682 -6.4792
50 H -4.7014 -2.1131 -6.2127
51 H -4.0014 -1.4913 -7.7103
52 H -4.4150 -0.3930 -6.3819
53 H -4.5984 -3.4702 -4.1252
54 H -3.1697 -4.3485 -3.5492
55 H -3.2563 -3.8386 -5.2232
56 O -0.1394 6.8475 -0.9222
57 C -0.3367 6.6282 -2.0877
58 O -0.0295 7.5889 -2.9862
59 C -0.0568 7.3748 -4.3976
60 C -1.4450 7.5685 -4.9717
61 C -0.9808 5.3462 -2.5591
62 H 0.3613 6.3991 -4.6485
63 H 0.6192 8.1213 -4.8124
64 H -2.1516 6.8451 -4.5653
65 H -1.4283 7.4602 -6.0567
66 H -1.8190 8.5622 -4.7241
67 H -2.0619 5.4391 -2.4720
68 H -0.6492 4.5378 -1.9168
69 H -0.7289 5.0656 -3.5783
70 O 0.9496 -2.5715 7.4652
71 C 1.0352 -3.0164 8.5784
72 O 1.9417 -2.4900 9.4202
73 C 2.0170 -2.8221 10.8096
74 C 2.8356 -4.0742 11.0462
75 C 0.2057 -4.2006 9.0200
76 H 1.0188 -2.8898 11.2443
77 H 2.5052 -1.9703 11.2794
78 H 2.3832 -4.9467 10.5747
79 H 2.9303 -4.2716 12.1141
80 H 3.8326 -3.9578 10.6216
81 H 0.6971 -5.1148 8.6895
82 H -0.7676 -4.1302 8.5410
83 H 0.0356 -4.2522 10.0925
84 O 6.2160 2.7319 2.8200
85 C 5.4401 3.6431 2.9441
86 O 4.1277 3.3627 2.9750
87 C 3.1087 4.3243 3.2710
88 C 2.6909 5.0997 2.0390
89 C 5.9024 5.0805 2.9774
90 H 3.4208 4.9759 4.0886
91 H 2.2673 3.7404 3.6396
92 H 3.5160 5.6845 1.6313
93 H 1.8725 5.7800 2.2736
94 H 2.3619 4.4156 1.2569
95 H 6.0414 5.4266 1.9543
96 H 6.8572 5.1181 3.4958
97 H 5.2246 5.7544 3.4957
98 O -6.6743 -3.5823 -6.1719
99 C -6.8642 -3.8130 -7.3350
100 O -6.5785 -2.8684 -8.2499
101 C -6.5961 -3.1012 -9.6607
102 C -7.9870 -2.9492 -10.2398
103 C -7.4903 -5.1131 -7.7845
104 H -6.1508 -4.0685 -9.8979
105 H -5.9394 -2.3420 -10.0824
106 H -8.6778 -3.6846 -9.8272
107 H -7.9641 -3.0695 -11.3230
108 H -8.3865 -1.9628 -10.0050
109 H -8.5723 -5.0299 -7.6934
110 H -7.1408 -5.9037 -7.1254
111 H -7.2366 -5.4033 -8.8013

## Properties
Gap between HOMO and LUMO ... 8.83 eV
Highest occupied orbital energy ... -8.31 eV
Structure (SMILES) ... CCOC(C)=O.CCOC(C)=O.CCOC(C)=O.CCOC(C)=O.CCOC(C)=O.CCOC(C)=O.CCOC(C)=O.CNCB(O)F
Max |F| ... 0.04098 hartree/bohr
LUMO ... 0.5214 eV
Electronic energy ... -67731.05686 eV

Q: Look up the max |F| of the fourth one.
A: 0.04098 hartree/bohr

Q: Which of these has the highest max |F|?
A: C12H12S

Q: Which of these has the highest max |F|?
A: C12H12S